Density functional theory data (the ωB97M-V functional and the def2-TZVPD basis) for the ion C4H9NO with charge +1 in a non-equilibrium geometry.

## Properties
- highest occupied orbital energy (alpha / beta) (eV) = -16.39 / -16.14
- total charge = +1
- multiplicity = 2

Geometry (Å):
C1 0.36756 -1.32700 1.68671
C2 0.87595 -1.26299 0.24658
N1 0.03845 -0.56558 -0.70102
C3 -0.77935 0.55080 -0.44811
C4 -0.25804 1.85788 -1.11555
O1 1.79598 -1.90094 -0.15020
H1 1.09398 -1.97015 2.16940
H2 0.21897 -0.37608 2.19835
H3 -0.65471 -1.71473 1.67315
H4 0.15269 -1.05723 -1.59973
H5 -0.72389 0.80821 0.61010
H6 -1.82115 0.34677 -0.68804
H7 -0.88715 2.67613 -0.77992
H8 -0.18429 1.74737 -2.19947
H9 0.76501 2.18755 -0.90227

=====

Density functional theory data (the ωB97M-V functional and the def2-TZVPD basis) for the ion C4H9NO with charge +1 in a non-equilibrium geometry.

## Properties
- highest occupied orbital energy (alpha / beta) (eV) = -13.93 / -13.81
- total charge = +1
- multiplicity = 2

Geometry (Å):
C1 -1.22164 -0.99818 1.76674
N1 -0.03364 -0.34414 1.19824
C2 0.04957 -0.32970 -0.27609
C3 0.97256 0.83232 -0.67232
C4 0.62262 1.23014 -2.10000
O1 1.31673 0.95280 -3.03076
H1 -1.25681 -0.79980 2.82731
H2 -1.14646 -2.07463 1.54909
H3 -2.06771 -0.48602 1.30034
H4 0.81176 -0.68813 1.66190
H5 -0.96484 -0.11998 -0.62642
H6 0.35427 -1.30456 -0.64976
H7 0.87259 1.77230 -0.11371
H8 2.04006 0.60198 -0.56320
H9 -0.34906 1.75562 -2.27135

=====

Density functional theory data (the ωB97M-V functional and the def2-TZVPD basis) for a cluster of 2 separate species, C4H9NO in total in a non-equilibrium geometry.

## Properties
- highest occupied orbital energy (alpha / beta) (eV) = -15.20 / -15.20
- total charge = +1
- multiplicity = 2

Geometry (Å):
C1 -0.70594 -0.38108 -2.07554
C2 -0.21303 -0.06144 -0.65576
C3 1.00846 -0.17749 -0.10525
N1 1.33208 0.33716 1.14238
C4 1.43150 1.58430 1.38050
H1 0.13621 -0.44242 -2.82047
H2 -1.30777 0.45766 -2.37563
H3 -1.38438 -1.33399 -1.92197
H4 -0.79551 0.64511 -0.18852
H5 1.89190 -0.70098 -0.47725
H6 1.57151 2.60969 0.97265
H7 1.26057 1.72328 2.55410
H8 -1.81745 -1.33938 0.80257
H9 -0.86627 -1.25310 2.12906
O1 -1.54189 -1.66732 1.63914

=====

Density functional theory data (the ωB97M-V functional and the def2-TZVPD basis) for the ion C4H9NO with charge +1 in a non-equilibrium geometry.

## Properties
- highest occupied orbital energy (alpha / beta) (eV) = -16.09 / -16.08
- total charge = +1
- multiplicity = 2

Geometry (Å):
C1 -0.59134 -1.67439 1.33896
C2 -0.97358 -0.44593 0.53322
C3 0.31551 0.21509 0.01018
C4 0.24453 1.41868 -0.92765
N1 1.32853 1.45880 -1.84129
O1 -0.42873 2.42646 -0.86614
H1 -1.44498 -2.31871 1.55290
H2 0.09543 -2.37970 0.86112
H3 -0.24477 -1.42322 2.33949
H4 -1.59050 0.26880 1.08541
H5 -1.67677 -0.67579 -0.27558
H6 0.80462 -0.54912 -0.58389
H7 0.87045 0.66281 0.84450
H8 1.77137 0.56498 -2.04609
H9 1.52022 2.45125 -2.02513

=====

For each record above, in turn, the calculated ΔE to the lowest compared entry with this formula, charge and spin values are 101.95, 150.88, 326.52, 143.41 kJ/mol.